Entry 1:
C5H7Cl | ωB97M-V with the def2-TZVPD basis set

Computed properties:
Structure (SMILES): C#CCCCCl
Energy above the lowest of the compared OMol25 structures with the same formula, charge and spin (eV): 2.483
LUMO energy (eV): 0.8
HOMO energy (hartree): -0.37683
Total charge: 0

Last column: Löwdin charge in e.
Atoms and positions in Å:
1 C -1.0270 0.6692 0.1794  -0.519
2 C 0.1924 -0.0508 0.0079  -0.357
3 C 1.3225 0.8399 -0.0263  -0.266
4 C 2.6403 0.1665 -0.1481  -0.120
5 C 3.2922 -0.8403 0.0476  0.097
6 H -1.2010 1.1869 1.1094  0.080
7 H -1.2195 1.3526 -0.6726  0.081
8 H 0.3333 -0.6631 -0.8711  0.125
9 H 0.3233 -0.8430 0.8141  0.152
10 H 1.4432 1.4369 0.7591  0.075
11 H 1.2931 1.4399 -0.9760  0.143
12 H 4.0168 -1.6642 0.3153  0.060
13 Cl -2.5595 -0.4090 -0.0494  0.448

Force components x, y, z for each atom (eV/Å):
-4.02 0.81 -1.89
1.13 -4.35 1.48
3.18 0.45 -4.68
-0.65 -2.36 0.97
1.62 -0.51 0.33
0.27 -0.02 0.29
0.40 -0.01 0.70
-0.99 -0.08 -0.62
-0.14 1.06 -0.52
-0.03 2.91 3.28
-0.48 0.15 0.96
-1.31 1.57 -0.73
1.02 0.38 0.42



Entry 2:
C5H7Cl2FS | ωB97M-V with the def2-TZVPD basis set

Computed properties:
Energy above the lowest of the compared OMol25 structures with the same formula, charge and spin (eV): 2.973
LUMO energy (eV): 0.1
HOMO energy (hartree): -0.30497
Total charge: 0

Last column: Löwdin charge in e.
Atoms and positions in Å:
1 C 1.1687 1.5122 1.1973  -0.931
2 C -0.5272 -2.2109 0.9313  -0.104
3 C -1.1724 -1.0558 0.6419  -0.383
4 C -0.9655 -0.3774 -0.6151  -0.432
5 C -1.2567 -1.3058 -1.8776  -0.724
6 H 2.1867 1.5118 1.0025  0.052
7 H -0.0067 -2.9835 0.3128  0.077
8 H -0.3573 -2.5129 2.0260  0.061
9 H -1.9212 -0.5388 1.4698  0.155
10 H -1.9220 0.2550 -0.7429  0.122
11 H 0.0056 0.2113 -0.8438  -0.058
12 H -2.3024 -1.7608 -1.8865  0.066
13 F 1.0980 2.4971 2.0390  -0.024
14 S -0.3561 -1.7019 -3.1099  0.678
15 Cl 0.7122 0.0031 2.0783  0.743
16 Cl 0.2673 1.8322 -0.4077  0.704

Force components x, y, z for each atom (eV/Å):
-0.66 -1.28 -0.40
-0.39 -0.98 1.89
-1.05 -2.01 2.58
-2.58 -1.05 -4.83
-1.86 -0.23 2.21
1.79 -1.03 -1.39
-0.34 1.55 -0.20
-1.06 0.30 -1.48
2.45 -1.31 -2.10
1.75 0.11 0.06
-2.41 -3.30 0.49
1.13 0.72 0.36
-1.53 2.10 1.14
1.15 0.05 -0.83
1.33 2.01 -0.13
2.30 4.36 2.65



Entry 3:
C5H7Cl2N | ωB97M-V with the def2-TZVPD basis set

Computed properties:
Structure (SMILES): C=C(Cl)C1(Cl)CNC1
Energy above the lowest of the compared OMol25 structures with the same formula, charge and spin (eV): 0.800
LUMO energy (eV): 0.7
HOMO energy (hartree): -0.34534
Total charge: 0

Last column: Löwdin charge in e.
Atoms and positions in Å:
1 C 1.3620 0.1930 0.2506  -0.788
2 C 1.7464 -0.4933 1.3400  0.002
3 C -0.0462 0.6239 -0.0005  -0.838
4 C -0.6248 0.2312 -1.4150  -0.203
5 C -1.1953 -0.2218 0.5194  -0.221
6 H 1.0721 -0.8426 2.1263  0.075
7 H 2.8022 -0.7341 1.4909  0.064
8 H -0.5942 1.0353 -2.1686  0.110
9 H -0.0327 -0.6565 -1.7498  0.121
10 H -2.2495 -1.0411 -1.1390  0.103
11 H -1.7818 0.2492 1.3294  0.114
12 H -0.8705 -1.2595 0.7301  0.123
13 N -1.8959 -0.1586 -0.7708  -0.041
14 Cl 2.5448 0.7231 -0.8767  0.696
15 Cl -0.2365 2.3518 0.3337  0.682

Force components x, y, z for each atom (eV/Å):
-0.06 -0.59 2.02
0.24 0.17 -0.54
0.12 -0.55 -1.65
1.18 -0.03 0.19
-0.95 -0.59 0.95
-0.03 0.28 -0.49
-0.37 0.09 -0.13
-0.37 -0.44 0.22
-0.37 0.63 -0.09
0.04 0.28 0.38
0.40 -0.55 -0.11
-0.07 0.57 0.37
0.19 0.31 -0.82
0.10 0.16 -0.39
-0.05 0.26 0.11



Entry 4:
C5H7Cl3N4 | ωB97M-V with the def2-TZVPD basis set

Computed properties:
LUMO energy (eV): 0.5
HOMO energy (hartree): -0.37777
Total charge: 0

Last column: Löwdin charge in e.
Atoms and positions in Å:
1 C -0.6940 0.2829 -0.7537  -0.241
2 C -1.6839 2.5316 -0.0200  -0.038
3 C -2.0498 0.2720 1.2276  -0.088
4 C -1.0936 1.1147 0.3785  -0.419
5 C 2.7616 -2.2010 0.1181  -1.689
6 N 2.2064 -1.3928 -0.8753  -0.110
7 N -0.3598 -0.3309 -1.6282  0.167
8 N 2.3486 -1.4755 -2.0775  -0.200
9 N 2.1875 -1.4393 -3.1963  0.253
10 Cl 1.7728 -1.8919 1.5704  0.559
11 Cl 2.6608 -3.8869 -0.3514  0.586
12 Cl 4.4195 -1.8316 0.5432  0.573
13 H -1.5242 2.6081 -1.0072  0.014
14 H -1.2782 3.3989 0.5748  0.097
15 H -2.8221 2.3320 0.1659  0.109
16 H -2.4104 0.9350 2.0729  0.094
17 H -1.3774 -0.4556 1.7104  0.077
18 H -2.9580 0.1005 0.6118  0.099
19 H -0.1057 1.3298 0.9361  0.158

Force components x, y, z for each atom (eV/Å):
-1.02 2.67 2.60
-2.11 -2.05 3.95
0.22 2.24 1.36
1.62 1.39 1.07
-0.48 -0.07 -0.32
-0.18 1.52 1.28
1.00 -2.23 -3.11
-0.76 -0.70 -2.39
0.84 -0.02 1.50
-0.12 -0.13 0.06
-0.03 -0.90 -0.02
0.82 0.28 -0.05
0.44 1.01 -3.56
-0.54 -1.15 -0.60
1.89 1.18 -0.43
0.38 -0.66 -0.79
-1.28 -0.76 -0.52
0.77 -1.03 0.57
-1.45 -0.58 -0.59



Entry 5:
C5H7Cl3O | ωB97M-V with the def2-TZVPD basis set

Computed properties:
Structure (SMILES): O/C(=C\Cl)CCC(Cl)Cl
Energy above the lowest of the compared OMol25 structures with the same formula, charge and spin (eV): 0.864
LUMO energy (eV): 0.5
HOMO energy (hartree): -0.33493
Total charge: 0

Last column: Löwdin charge in e.
Atoms and positions in Å:
1 C -0.0863 0.4266 0.3455  -0.155
2 C 1.0326 -0.2546 -0.3683  -0.316
3 C -1.4427 0.1533 -0.2178  -0.485
4 C 2.3696 -0.1626 0.2699  -1.158
5 C -2.4539 0.0590 0.6135  -0.491
6 O -1.4050 -0.0088 -1.5517  0.021
7 Cl 3.4880 -1.1877 -0.6522  0.588
8 Cl 3.0593 1.4283 0.4860  0.594
9 Cl -4.1143 -0.0486 0.0265  0.579
10 H -0.2465 0.2726 1.3918  0.115
11 H -0.1126 1.5335 0.3140  0.141
12 H 0.8563 -1.3077 -0.3709  0.105
13 H 1.2330 0.0189 -1.4441  0.137
14 H 2.3841 -0.4548 1.3726  0.084
15 H -2.3811 0.1768 1.6687  0.064
16 H -2.1804 -0.6442 -1.8836  0.178

Force components x, y, z for each atom (eV/Å):
-1.45 2.27 -0.42
0.81 0.35 -1.10
1.08 -1.00 -0.19
0.78 -0.63 2.74
-1.87 0.09 -0.56
-2.77 -2.08 -1.53
0.19 -0.14 0.12
0.13 1.24 -0.51
0.50 -0.17 0.08
0.86 -0.67 0.85
1.04 -0.22 -0.30
-0.41 -0.89 -0.17
-0.91 0.08 1.04
-0.27 -0.51 -1.69
0.12 -0.02 0.43
2.17 2.29 1.21



Entry 6:
C5H7ClFN | ωB97M-V with the def2-TZVPD basis set

Computed properties:
Energy above the lowest of the compared OMol25 structures with the same formula, charge and spin (eV): 9.742
LUMO energy (eV): -0.9
HOMO energy (hartree): -0.31804
Total charge: 0

Last column: Löwdin charge in e.
Atoms and positions in Å:
1 C 1.1121 1.1123 0.1500  -0.607
2 C -0.0844 1.2379 1.1605  -0.084
3 C 0.1513 0.0088 0.3398  -0.861
4 C -0.9093 -0.4158 -0.7504  -0.232
5 C -0.8546 -1.5329 -1.4572  0.058
6 H 2.4869 2.7671 -1.2613  0.237
7 H 0.5586 0.7491 -2.1397  0.244
8 H 2.1831 0.8801 0.5647  0.151
9 H -1.1073 1.9136 1.0116  0.174
10 H 0.0038 1.0909 2.2589  0.093
11 H -1.7862 -1.7799 -2.0215  0.102
12 H -0.1472 -2.2768 -1.3056  0.037
13 N 1.0531 1.9079 -0.9055  -0.009
14 F -2.2228 0.3668 -0.7159  -0.081
15 Cl 0.8207 -1.3213 1.1188  0.778

Force components x, y, z for each atom (eV/Å):
2.70 -0.92 3.66
-2.46 1.13 1.16
-3.20 0.62 -1.85
-1.17 1.50 1.68
-3.36 1.50 -0.42
-3.57 -2.84 0.86
1.53 2.64 2.30
-2.30 0.30 -0.37
3.16 -1.81 -0.44
0.58 0.13 -0.92
1.04 0.14 0.33
1.54 -0.81 -0.03
0.89 2.35 -6.72
3.94 -1.92 -0.36
0.68 -2.00 1.12



Entry 7:
C5H7ClIN2 | ωB97M-V with the def2-TZVPD basis set

Computed properties:
Structure (SMILES): CC1=NC=[NH+][C@H](Cl)[C@H]1I
Energy above the lowest of the compared OMol25 structures with the same formula, charge and spin (eV): 0.826
LUMO energy (eV): -5.9
HOMO energy (hartree): -0.51008
Total charge: +1

Last column: Löwdin charge in e.
Atoms and positions in Å:
1 C -1.2895 -0.8439 -0.9102  -0.134
2 C 0.6724 0.3510 -0.5949  -0.338
3 C 0.7671 -0.3701 0.7385  -0.644
4 C -0.9327 -0.4492 1.3812  -0.621
5 C 1.5463 1.4290 -1.0872  0.018
6 N -0.3214 -0.1209 -1.3197  0.139
7 N -1.8142 -0.7561 0.3033  0.077
8 Cl -1.3184 1.1152 2.1709  0.655
9 I 1.6195 -2.3106 0.5006  0.972
10 H -1.8766 -0.9898 -1.8251  0.177
11 H 1.1727 0.3338 1.5211  0.088
12 H -0.9854 -1.2064 2.2368  0.129
13 H 2.1497 1.7498 -0.2379  0.094
14 H 0.9548 2.2237 -1.5733  0.118
15 H 2.2652 1.0286 -1.8884  0.149
16 H -2.6097 -1.1839 0.5842  0.122

Force components x, y, z for each atom (eV/Å):
-3.61 1.10 -0.85
-1.52 -2.10 0.04
-2.37 1.61 1.81
3.07 -0.09 0.67
0.80 -0.47 -0.43
4.15 2.64 -0.44
3.66 0.52 -0.46
0.11 -0.37 -0.56
-0.12 0.56 0.27
-0.68 -1.85 0.88
0.32 -1.27 -0.77
0.29 0.80 -1.58
0.03 0.47 -0.30
0.26 -0.26 0.33
-1.05 0.32 1.08
-3.34 -1.60 0.33



Entry 8:
C5H7ClN2O2S | ωB97M-V with the def2-TZVPD basis set

Computed properties:
Structure (SMILES): NS(=O)(=O)[C@]1(Cl)CC=CC=N1
Energy above the lowest of the compared OMol25 structures with the same formula, charge and spin (eV): 0.000
LUMO energy (eV): -0.5
HOMO energy (hartree): -0.35409
Total charge: 0

Last column: Löwdin charge in e.
Atoms and positions in Å:
1 C -0.3797 -1.8926 -0.1840  -0.058
2 C -1.3176 -1.1089 0.3814  -0.101
3 C 0.4204 -1.2784 -1.2796  -0.132
4 C -1.4938 0.2956 0.1347  -0.187
5 C -0.2962 0.8667 -0.7535  -0.880
6 N 0.3210 -0.0359 -1.6085  0.001
7 N 1.6841 0.1861 1.0179  -0.079
8 O 2.0435 2.3266 -0.2357  -0.292
9 O 0.3203 2.1400 1.5741  -0.302
10 S 1.0573 1.5850 0.4825  0.556
11 Cl -0.7821 2.2718 -1.6811  0.701
12 H -0.0720 -2.8437 0.1467  0.084
13 H -2.0698 -1.4834 1.1015  0.127
14 H 1.0563 -1.8967 -1.9705  0.128
15 H -2.4937 0.5768 -0.3531  0.145
16 H -1.4874 0.8959 0.9959  0.082
17 H 1.1450 -0.2377 1.7919  0.100
18 H 2.3443 -0.3672 0.4394  0.105

Force components x, y, z for each atom (eV/Å):
0.40 2.08 -0.37
-0.56 -2.21 1.03
-0.48 0.53 -0.52
0.04 2.12 -3.47
-0.71 0.37 1.58
1.47 -1.38 -0.35
0.61 -0.54 0.66
-0.19 -0.31 0.10
-0.06 0.19 0.23
-0.75 -1.17 -1.24
-0.46 0.59 -0.20
-0.39 -1.22 0.24
0.75 -0.29 -0.32
-0.77 0.38 0.81
1.25 -0.67 0.42
-0.03 0.54 1.55
0.80 0.21 -0.96
-0.93 0.76 0.80



Entry 9:
C5H7ClN4O2 | ωB97M-V with the def2-TZVPD basis set

Computed properties:
LUMO energy (spin up / spin down) (eV): -8.4 / -14.3
HOMO energy (spin up / spin down) (hartree): -0.66520 / -0.68204
Total charge: +2
Spin multiplicity: 3

Last column: Löwdin charge in e.
Atoms and positions in Å:
1 C -0.1723 0.9223 0.1173  -0.210
2 C -2.1623 -0.1240 -0.2653  -0.206
3 C 0.6545 -1.5709 -1.2147  -0.158
4 C 2.0274 0.4354 1.1796  0.013
5 C -0.2906 -1.6084 -0.0168  -0.011
6 N -0.9527 1.9793 -0.3116  0.215
7 N -0.8788 -0.2723 0.1297  0.103
8 N -2.1204 1.6172 -0.5527  -0.458
9 N 1.0141 1.2245 0.5652  0.133
10 O -3.1304 -0.7232 -0.4327  0.383
11 O 0.9369 -0.5351 -1.7321  0.120
12 Cl -3.3673 2.5392 -1.0652  1.027
13 H 1.0383 -2.5538 -1.5260  0.163
14 H 2.7340 0.0547 0.4275  0.128
15 H 1.6231 -0.3975 1.7486  0.106
16 H 2.6187 1.0718 1.8453  0.131
17 H -1.0910 -2.3415 -0.1755  0.163
18 H 0.2525 -1.9224 0.8802  0.149
19 H 1.2664 2.2049 0.3992  0.208

Force components x, y, z for each atom (eV/Å):
0.50 1.71 0.01
0.53 0.16 0.36
0.00 -0.63 0.07
1.45 -0.99 0.37
0.30 -0.72 0.08
1.49 -1.46 0.64
-0.53 0.24 -0.09
-1.67 0.44 -0.48
-1.01 0.73 -0.51
-0.10 0.30 -0.17
0.02 0.36 -0.27
-0.25 -0.33 -0.07
0.12 0.05 -0.07
-0.25 0.05 0.03
-0.09 0.11 0.05
-0.30 -0.08 -0.03
0.12 0.20 0.05
-0.18 0.12 -0.02
-0.13 -0.27 0.04



Entry 10:
C5H7ClO | ωB97M-V with the def2-TZVPD basis set

Computed properties:
Structure (SMILES): C#C[C@](C)(Cl)CO
Energy above the lowest of the compared OMol25 structures with the same formula, charge and spin (eV): 2.753
LUMO energy (eV): 0.7
HOMO energy (hartree): -0.37945
Total charge: 0

Last column: Löwdin charge in e.
Atoms and positions in Å:
1 C -2.4534 -1.2627 0.5058  0.088
2 C -1.3319 -0.8011 0.4063  -0.098
3 C 0.0192 0.1244 -1.5520  -0.109
4 C 0.6952 0.7304 1.1264  -0.300
5 C 0.1865 -0.2433 -0.0297  -0.796
6 O 1.8360 1.4296 0.7442  -0.107
7 Cl 1.1797 -1.6539 -0.0561  0.703
8 H -3.4753 -1.3423 0.7151  0.010
9 H -0.6216 0.9348 -1.5648  0.052
10 H 0.9450 0.3445 -2.1084  0.086
11 H -0.3840 -0.7511 -2.0499  0.073
12 H -0.0524 1.5443 1.2488  0.133
13 H 0.8482 0.2018 2.0738  0.117
14 H 2.6089 0.7447 0.5404  0.148

Force components x, y, z for each atom (eV/Å):
2.14 1.44 0.06
1.74 0.65 -0.92
1.57 -0.76 1.18
-1.12 0.59 -1.53
-3.67 -0.79 0.81
3.19 -2.03 -0.94
1.48 -1.49 0.42
-0.76 -0.53 0.07
-1.46 1.68 -0.58
-0.08 0.16 0.78
-0.39 0.05 0.16
0.14 -0.76 0.10
-0.33 -0.28 -0.31
-2.45 2.08 0.70